(1)
{
  "formula": "AgF2LiP",
  "method": "ωB97M-V with the def2-TZVPD basis set",
  "symbols": ["Ag", "Li", "P", "F", "F"],
  "positions_angstrom": [[-1.54691, 1.40465, 0.06814], [1.32322, -3.36439, -0.19888], [0.63057, -0.98444, -0.05736], [-2.50847, 3.16989, -0.14261], [2.10159, -0.22571, 0.33070]],
  "forces_ev_per_a": [[0.7, -0.5, -0.1], [0.0, 0.4, 0.0], [0.6, 1.0, 0.4], [0.0, -0.1, 0.0], [-1.3, -0.8, -0.4]],
  "de_lowest_ev": 0.361,
  "gap_ev": [6.65, 6.50],
  "energy_ev": -18925.8562,
  "total_charge": 0,
  "homo_energy_ev": [-8.4, -8.2],
  "lumo_ev": [-1.7267, -1.7204],
  "multiplicity": 2
}



(2)
{
  "formula": "AlBH10O3",
  "method": "ωB97M-V with the def2-TZVPD basis set",
  "symbols": ["Al", "B", "H", "H", "H", "H", "O", "H", "H", "O", "H", "H", "O", "H", "H"],
  "positions_angstrom": [[-0.94027, -0.79495, 0.92322], [-0.90129, 0.77631, -2.01288], [-0.14203, 0.92973, -1.26173], [-1.69696, 1.50503, -2.00292], [-0.40260, 0.82875, -2.96828], [-1.46448, -0.13065, -1.85637], [1.18573, -1.86408, -0.81033], [1.33828, -1.86448, -1.75529], [2.03744, -2.07831, -0.42965], [1.44380, -1.49854, 2.44361], [2.23398, -0.96875, 2.54921], [1.49909, -2.15331, 3.13964], [-1.24237, 2.11209, 1.19681], [-0.82276, 2.74441, 1.78020], [-2.12555, 2.45672, 1.06475]],
  "forces_ev_per_a": [[1.5, 0.4, 0.0], [-1.6, -1.6, 2.0], [5.4, -1.7, 2.7], [-4.7, 2.6, -2.7], [3.3, 3.4, -4.0], [-2.7, -2.8, 2.4], [-0.9, 0.4, 0.5], [-0.1, 0.0, -0.5], [0.3, -0.1, 0.4], [-0.9, 0.2, -0.8], [0.3, 0.4, 0.0], [-0.1, -0.4, 0.4], [0.3, -1.3, -0.8], [0.4, 0.4, 0.5], [-0.7, 0.2, 0.0]],
  "de_lowest_ev": 6.424,
  "gap_ev": 4.05,
  "energy_ev": -13550.3786,
  "total_charge": 2,
  "homo_energy_ev": -19.4,
  "lumo_ev": -15.3575
}